Version 1
# C2H3NO2

C2H3NO2 in the gas phase (wB97M-V/def2-TZVPD, OMol25).

Computed properties:
Kohn-Sham gap = 0.396 Eh
2S+1 = 1
LUMO = 0.71 eV
E_HOMO = -10.0535 eV

Each line ends with the natural charge from an NBO analysis.
Positions of all 8 atoms, in Å:
O (-2.2026, 0.7254, -0.2307)  -0.531
C (-1.0647, 0.3722, -0.3896)  0.526
N (-0.1266, 0.0236, 0.6279)  -0.677
C (1.1045, -0.3313, 0.1107)  0.531
O (1.3364, -0.3020, -1.0787)  -0.574
H (-0.4677, 0.2347, -1.3181)  0.171
H (-0.2765, -0.0127, 1.6328)  0.419
H (1.8760, -0.6515, 0.8240)  0.135


Version 2
# C2H3NO2

C2H3NO2 as an isolated structure (wB97M-V/def2-TZVPD, OMol25).

Computed properties:
Kohn-Sham gap = 0.350 Eh
2S+1 = 1
LUMO = -1.06 eV
E_HOMO = -10.5818 eV

Each line ends with the natural charge from an NBO analysis.
Positions of all 8 atoms, in Å:
C (0.7254, -0.1225, -0.2024)  0.636
C (-0.6887, -0.6450, -0.0104)  -0.198
N (0.4198, 1.2094, -0.0318)  -0.361
O (1.7854, -0.6033, -0.4676)  -0.530
O (-1.2125, 0.5864, 0.4610)  -0.362
H (-1.1444, -0.9538, -0.9552)  0.203
H (-0.7722, -1.4283, 0.7481)  0.209
H (0.8871, 1.9571, 0.4583)  0.403


Most stable: version 1


Version 1
# C2H3NO2

C2H3NO2 as an isolated structure (wB97M-V/def2-TZVPD, OMol25).

Computed properties:
Kohn-Sham gap (alpha / beta) = 0.331 / 0.318 Eh
2S+1 = 1
LUMO (alpha / beta) = -0.02 / 0.05 eV
E_HOMO (alpha / beta) = -9.0250 / -8.6020 eV

Each line ends with the natural charge from an NBO analysis.
Positions of all 8 atoms, in Å:
C (-0.6880, -0.9171, -0.1144)  0.991
C (-0.2640, 1.2415, 0.0773)  -0.227
O (1.3062, -1.2089, 0.3170)  -0.781
N (0.1453, 0.0169, -0.2598)  -0.378
O (-1.6862, -1.5086, 0.0328)  -0.424
H (1.7994, -1.1445, -0.5159)  0.452
H (-0.5031, 1.4838, 1.1093)  0.182
H (-0.1096, 2.0368, -0.6462)  0.185


Version 2
# C2H3NO2

C2H3NO2 in the gas phase (wB97M-V/def2-TZVPD, OMol25).

Computed properties:
Kohn-Sham gap = 0.372 Eh
2S+1 = 1
LUMO = 0.97 eV
E_HOMO = -9.1588 eV

Each line ends with the natural charge from an NBO analysis.
Positions of all 8 atoms, in Å:
C (0.7265, -0.3746, 0.1186)  0.116
C (-0.2898, 0.5646, -0.7728)  0.307
N (-0.2415, -0.2006, 1.1458)  -0.313
O (0.9300, 0.9866, -0.3388)  -0.493
O (-1.1572, 0.4872, 0.3302)  -0.376
H (1.4687, -1.0261, 0.0467)  0.197
H (-0.8166, 0.6789, -1.7930)  0.216
H (-0.6200, -1.1160, 1.2634)  0.346


Version 3
# C2H3NO2

C2H3NO2 in the gas phase (wB97M-V/def2-TZVPD, OMol25).

Computed properties:
Kohn-Sham gap = 0.368 Eh
2S+1 = 1
LUMO = 0.09 eV
E_HOMO = -9.9129 eV

Each line ends with the natural charge from an NBO analysis.
Positions of all 8 atoms, in Å:
N (-1.1207, -0.2109, 0.3039)  -0.805
C (-0.1616, 0.5864, -0.2413)  0.566
O (-0.3203, 1.7592, -0.5275)  -0.573
C (1.2116, -0.1492, -0.1676)  0.346
O (1.4232, -0.8396, 0.8018)  -0.493
H (-2.0873, 0.0686, 0.2655)  0.407
H (-0.9122, -1.1639, 0.5580)  0.409
H (1.9672, -0.0506, -0.9928)  0.145


Most stable: version 3


Version 1
# C2H3NO2

C2H3NO2 in the gas phase (wB97M-V/def2-TZVPD, OMol25).

Computed properties:
Kohn-Sham gap = 0.402 Eh
2S+1 = 1
LUMO = 0.63 eV
E_HOMO = -10.3119 eV

Each line ends with the natural charge from an NBO analysis.
Positions of all 8 atoms, in Å:
C (-1.1601, 0.1973, -0.0983)  0.538
C (1.1282, -0.4990, 0.1007)  0.533
H (-1.8704, 1.0966, -0.2166)  0.128
H (0.4193, 1.4792, 0.0404)  0.410
H (0.5810, -1.5202, 0.2299)  0.158
N (0.1764, 0.5278, 0.1130)  -0.669
O (-1.5827, -0.9294, -0.0316)  -0.558
O (2.3083, -0.3522, -0.1375)  -0.540


Version 2
# C2H3NO2

C2H3NO2 as an isolated structure (wB97M-V/def2-TZVPD, OMol25).

Computed properties:
Kohn-Sham gap = 0.412 Eh
2S+1 = 1
LUMO = 0.87 eV
E_HOMO = -10.3400 eV

Each line ends with the natural charge from an NBO analysis.
Positions of all 8 atoms, in Å:
O (-0.4229, 0.2443, -1.1916)  -0.558
C (-1.0152, -0.2096, -0.1499)  0.473
N (-0.2405, -0.2055, 0.8815)  -0.717
C (1.0727, 0.3814, -0.2985)  0.621
O (1.5618, 1.4467, -0.1589)  -0.540
H (-2.0507, -0.5615, -0.2004)  0.173
H (-0.5133, -0.5807, 1.7830)  0.396
H (1.5340, -0.5760, -0.5592)  0.153


Version 3
# C2H3NO2

C2H3NO2 in the gas phase (wB97M-V/def2-TZVPD, OMol25).

Computed properties:
Kohn-Sham gap = 0.437 Eh
2S+1 = 1
LUMO = 0.63 eV
E_HOMO = -11.2701 eV

Each line ends with the natural charge from an NBO analysis.
Positions of all 8 atoms, in Å:
C (-0.6143, 1.6756, 1.1529)  0.230
C (-0.6750, 0.7061, 0.0723)  -0.215
N (-0.4023, 2.3877, 2.0231)  -0.291
O (0.9014, -0.9670, 0.3758)  -0.412
O (-0.3936, -0.6325, 0.5657)  -0.257
H (-1.6776, 0.7244, -0.5278)  0.246
H (0.1283, 1.1124, -0.5894)  0.244
H (1.3229, -0.5247, 1.1658)  0.455


Most stable: version 1


Version 1
# C2H3NO2

C2H3NO2 in the gas phase (wB97M-V/def2-TZVPD, OMol25).

Computed properties:
Kohn-Sham gap = 0.372 Eh
2S+1 = 1
LUMO = 0.87 eV
E_HOMO = -9.2622 eV

Each line ends with the natural charge from an NBO analysis.
Positions of all 8 atoms, in Å:
C (-0.8160, -0.0181, -0.0479)  0.630
C (0.5289, 0.7676, -0.0637)  -0.195
N (-0.0860, -1.1704, 0.0408)  -0.356
O (-1.9735, 0.2892, -0.0107)  -0.568
O (1.1431, -0.5660, -0.0151)  -0.364
H (0.7309, 1.5443, -0.8815)  0.226
H (0.7277, 1.3430, 0.9682)  0.211
H (-0.2552, -2.1896, 0.0101)  0.417


Version 2
# C2H3NO2

C2H3NO2 in the gas phase (wB97M-V/def2-TZVPD, OMol25).

Computed properties:
Kohn-Sham gap (alpha / beta) = 0.341 / 0.354 Eh
2S+1 = 1
LUMO (alpha / beta) = -1.30 / -1.21 eV
E_HOMO (alpha / beta) = -10.5939 / -10.8503 eV

Each line ends with the natural charge from an NBO analysis.
Positions of all 8 atoms, in Å:
C (-1.5860, 0.4727, -0.0797)  0.357
C (-0.1926, -0.0329, 0.1376)  -0.686
N (-2.0609, 1.5970, 0.0370)  -0.167
O (-2.3746, -0.5974, -0.3686)  -0.159
O (-3.5211, -0.5492, 0.2294)  -0.102
H (0.4319, 0.7917, 0.5794)  0.249
H (-0.2756, -0.9579, 0.6897)  0.253
H (0.1611, 0.0564, -0.8967)  0.254


Most stable: version 1


Version 1
# C2H3NO2

C2H3NO2 in the gas phase (wB97M-V/def2-TZVPD, OMol25).

Computed properties:
Kohn-Sham gap = 0.387 Eh
2S+1 = 1
LUMO = 0.29 eV
E_HOMO = -10.2293 eV

Each line ends with the natural charge from an NBO analysis.
Positions of all 8 atoms, in Å:
C (-1.2658, -0.2035, 0.5324)  0.019
C (0.8264, 0.4365, -0.5113)  0.440
N (-0.5815, 0.6542, -0.1572)  -0.442
O (1.5448, -0.8711, -0.3902)  -0.280
O (1.7435, 0.2452, 0.4551)  -0.249
H (-2.2726, 0.1178, 0.7951)  0.171
H (-1.1101, -1.1996, 0.7328)  0.169
H (1.1155, 0.8205, -1.4566)  0.171


Version 2
# C2H3NO2

A 2-piece molecular cluster, C2H3NO2 overall (wB97M-V/def2-TZVPD, OMol25).

Computed properties:
Kohn-Sham gap = 0.440 Eh
2S+1 = 1
LUMO = 0.94 eV
E_HOMO = -11.0179 eV

Each line ends with the natural charge from an NBO analysis.
Positions of all 8 atoms, in Å:
C (1.3628, -0.2600, 1.4900)  0.106
C (-0.9320, -0.2703, -0.9466)  0.663
N (1.4303, 0.8713, 1.5031)  -0.367
O (-0.8754, -0.8329, 0.1122)  -0.597
O (-0.5546, 0.9735, -1.1812)  -0.695
H (1.2447, -1.3693, 1.4784)  0.255
H (-0.3018, 1.5793, -0.5223)  0.516
H (-1.3740, -0.6916, -1.9336)  0.119


Version 3
# C2H3NO2

C2H3NO2 in the gas phase (wB97M-V/def2-TZVPD, OMol25).

Computed properties:
Kohn-Sham gap = 0.406 Eh
2S+1 = 1
LUMO = 0.56 eV
E_HOMO = -10.4873 eV

Each line ends with the natural charge from an NBO analysis.
Positions of all 8 atoms, in Å:
C (1.6793, 0.2528, -0.1624)  -0.089
C (-1.7056, -0.2873, 0.1434)  0.638
N (0.6743, -0.3428, 0.2635)  -0.090
O (-2.8528, 0.0221, -0.0629)  -0.559
O (-0.6812, 0.5250, 0.1589)  -0.412
H (2.5116, -0.2640, -0.0710)  0.204
H (1.6861, 1.3504, -0.4683)  0.208
H (-1.3116, -1.2561, 0.1986)  0.101


Most stable: version 2


Version 1
# C2H3NO2

C2H3NO2 in the gas phase (wB97M-V/def2-TZVPD, OMol25).

Computed properties:
Kohn-Sham gap = 0.407 Eh
2S+1 = 1
LUMO = 0.85 eV
E_HOMO = -10.2232 eV

Each line ends with the natural charge from an NBO analysis.
Positions of all 8 atoms, in Å:
O (0.9397, -0.3715, 0.7968)  -0.545
C (0.4567, 0.7817, 0.5012)  0.475
N (-0.5570, 0.6643, -0.2833)  -0.704
C (-0.1782, -1.1194, -0.2496)  0.612
O (-0.9913, -1.8625, 0.1834)  -0.558
H (0.9022, 1.7052, 0.8762)  0.176
H (-1.0946, 1.4371, -0.6514)  0.400
H (0.4425, -1.2122, -1.1460)  0.145


Version 2
# C2H3NO2

A 2-piece molecular cluster, C2H3NO2 overall (wB97M-V/def2-TZVPD, OMol25).

Computed properties:
Kohn-Sham gap = 0.363 Eh
2S+1 = 1
LUMO = 0.83 eV
E_HOMO = -9.0612 eV

Each line ends with the natural charge from an NBO analysis.
Positions of all 8 atoms, in Å:
C (0.9433, 0.0579, -0.4977)  0.466
C (-1.7101, 0.2414, 0.8507)  0.450
N (-0.0576, 0.8253, -0.3894)  -0.742
O (-2.1890, -0.7751, 0.6309)  -0.555
O (1.2779, -0.8153, 0.4214)  -0.674
H (1.5437, -0.1395, -1.3852)  0.149
H (0.6953, -0.9062, 1.2689)  0.511
H (-0.5034, 1.5115, -0.8995)  0.396


Most stable: version 1


Version 1
# C2H3NO2

C2H3NO2 in the gas phase (wB97M-V/def2-TZVPD, OMol25).

Computed properties:
Kohn-Sham gap = 0.362 Eh
2S+1 = 1
LUMO = -0.09 eV
E_HOMO = -9.9436 eV

Each line ends with the natural charge from an NBO analysis.
Positions of all 8 atoms, in Å:
N (0.7671, 0.3377, 0.8103)  -0.812
C (0.4737, 0.2281, -0.5080)  0.580
O (1.1500, 0.6489, -1.4231)  -0.571
C (-0.9347, -0.5317, -0.5793)  0.318
O (-1.5150, -0.6476, 0.4764)  -0.517
H (1.5438, 0.9018, 1.1176)  0.408
H (0.0596, 0.0526, 1.4711)  0.422
H (-1.5447, -0.9900, -1.3649)  0.171


Version 2
# C2H3NO2

C2H3NO2 as an isolated structure (wB97M-V/def2-TZVPD, OMol25).

Computed properties:
Kohn-Sham gap = 0.305 Eh
2S+1 = 1
LUMO = -0.88 eV
E_HOMO = -9.1928 eV

Each line ends with the natural charge from an NBO analysis.
Positions of all 8 atoms, in Å:
C (0.7837, -0.0952, -0.2072)  0.092
C (0.2699, 0.9530, 0.4266)  -0.459
N (-1.7793, -1.0247, 0.1671)  0.254
O (0.2274, -0.6271, -1.3196)  -0.506
O (-1.2908, -1.2568, -0.8329)  0.033
H (1.5030, -0.8301, 0.2468)  0.168
H (0.7339, 1.1404, 1.3850)  0.200
H (-0.4477, 1.7405, 0.1342)  0.218


Version 3
# C2H3NO2

C2H3NO2 in the gas phase (wB97M-V/def2-TZVPD, OMol25).

Computed properties:
Kohn-Sham gap (alpha / beta) = 0.269 / 0.269 Eh
2S+1 = 1
LUMO (alpha / beta) = -0.58 / -0.58 eV
E_HOMO (alpha / beta) = -7.8889 / -7.8917 eV

Each line ends with the natural charge from an NBO analysis.
Positions of all 8 atoms, in Å:
C (-0.3203, 0.3907, 0.0537)  0.379
C (0.7451, 0.7203, 1.0112)  -0.703
N (-0.6268, -0.3749, -0.8003)  0.042
O (-1.4830, -1.6325, -2.6144)  -0.473
O (-1.3934, -1.3852, -1.2920)  -0.030
H (1.4458, 1.6213, 0.7239)  0.278
H (0.2726, 0.8635, 1.9104)  0.251
H (1.3600, -0.2031, 1.0075)  0.256


Most stable: version 1


Version 1
# C11H14

A 2-piece molecular cluster, C11H14 overall (wB97M-V/def2-TZVPD, OMol25).

Computed properties:
Kohn-Sham gap (alpha / beta) = 0.269 / 0.293 Eh
2S+1 = 1
LUMO (alpha / beta) = -1.52 / -1.03 eV
E_HOMO (alpha / beta) = -8.8289 / -8.9886 eV

Each line ends with the natural charge from an NBO analysis.
Positions of all 25 atoms, in Å:
C (-1.0090, -1.5488, -3.8696)  -0.467
C (-1.1820, -1.1859, -2.7414)  -0.193
C (0.4337, -1.1459, 1.8132)  -0.145
C (-0.3407, -1.6544, 0.8520)  -0.326
C (-0.8339, 0.9366, 1.8163)  -0.379
C (-1.7040, 0.3644, 0.6616)  -0.525
C (0.5773, 0.3332, 1.5391)  -0.263
C (-0.6560, -0.4959, -0.0023)  0.470
C (0.6164, 0.3331, -0.0255)  -0.125
C (1.8255, -0.3826, -0.6180)  -0.614
C (0.5172, 1.6986, -0.6939)  -0.623
H (-0.9675, -1.8348, -4.8870)  0.218
H (0.8143, -1.6357, 2.6923)  0.227
H (-0.7420, -2.6443, 0.7479)  0.254
H (-0.8025, 2.0244, 1.8069)  0.221
H (-1.2025, 0.6194, 2.7918)  0.221
H (-2.5471, -0.2184, 1.0267)  0.230
H (-2.0753, 1.1403, -0.0025)  0.244
H (1.3906, 0.8429, 2.0514)  0.233
H (1.9593, -1.3765, -0.2009)  0.221
H (2.7233, 0.2005, -0.4322)  0.209
H (1.6872, -0.4796, -1.6932)  0.242
H (0.2295, 1.5603, -1.7346)  0.246
H (1.4891, 2.1872, -0.6717)  0.220
H (-0.2009, 2.3618, -0.2265)  0.206


Version 2
# C11H14

C11H14 as an isolated structure (wB97M-V/def2-TZVPD, OMol25).

Computed properties:
Kohn-Sham gap = 0.361 Eh
2S+1 = 1
LUMO = 0.92 eV
E_HOMO = -8.8944 eV

Each line ends with the natural charge from an NBO analysis.
Positions of all 25 atoms, in Å:
C (1.1785, 1.5843, 2.8920)  -0.212
C (-0.0606, 1.0208, 3.1478)  -0.215
C (1.8244, 1.4139, 1.6639)  -0.250
C (-0.7273, 0.2458, 2.2010)  -0.246
C (1.1445, 0.6549, 0.7623)  0.002
C (-0.0978, 0.0722, 0.9875)  0.026
C (0.9638, -0.1359, -1.0015)  -0.099
C (-0.3584, -0.6296, -0.3268)  -0.124
C (0.9376, 0.8822, -2.0981)  -0.644
C (-1.6395, -0.1730, -1.0196)  -0.604
C (-0.3648, -2.1518, -0.1759)  -0.594
H (1.6630, 2.1736, 3.6589)  0.210
H (-0.5218, 1.1952, 4.1110)  0.211
H (2.7859, 1.8634, 1.4714)  0.218
H (-1.6923, -0.1909, 2.4187)  0.211
H (1.7165, -0.9063, -1.1216)  0.206
H (0.3621, 1.7562, -1.8162)  0.215
H (0.4907, 0.4544, -2.9948)  0.210
H (1.9476, 1.1977, -2.3411)  0.221
H (-1.6705, 0.9090, -1.1093)  0.213
H (-2.5042, -0.4900, -0.4396)  0.212
H (-1.7109, -0.6136, -2.0120)  0.207
H (0.5217, -2.4815, 0.3564)  0.213
H (-0.3831, -2.6257, -1.1532)  0.205
H (-1.2396, -2.4752, 0.3813)  0.208


Most stable: version 2